Computed, not measured: a cluster of 2 separate species, C3H7Br3Si in total, with ωB97M-V with the def2-TZVPD basis set.

Geometry (Å):
1 Br 1.2630 2.8017 -0.3906
2 Si -0.1169 1.9735 1.0256
3 Br -1.1610 3.7055 1.9381
4 Br 1.3473 1.4292 2.6391
5 H -1.3581 1.6437 -0.0394
6 C 0.5144 -1.1979 0.6602
7 C 0.5627 -1.2313 -0.6087
8 C -0.7245 -1.3219 -1.4183
9 H 1.5158 -1.2632 1.2913
10 H -0.2999 -1.5693 1.2853
11 H 1.4269 -0.9634 -1.2781
12 H -1.6325 -1.3615 -0.8878
13 H -0.6774 -0.4880 -2.1606
14 H -0.6598 -2.1570 -2.0561

lowest unoccupied orbital energy = -0.8214 eV
SMILES string = Br[SiH](Br)Br.C=CC
total energy = -221230.7131 eV
orbital gap = 9.3 eV
HOMO level = -10.1 eV



Computed, not measured: an isolated molecule of C3H7Br3Si, with ωB97M-V with the def2-TZVPD basis set.

Geometry (Å):
1 C 0.9745 0.0929 -1.6193
2 C -0.2346 -0.5678 -0.9410
3 Br -1.5759 -0.9616 -2.3018
4 C -0.8333 0.2346 0.1273
5 Si 0.1591 0.2479 1.8682
6 Br -0.0852 -1.8547 2.6317
7 Br -1.0008 1.6202 3.2617
8 H 1.3625 -0.4596 -2.4407
9 H 0.5642 1.0941 -1.7805
10 H 1.8785 0.1348 -0.8855
11 H 0.0994 -1.5955 -0.5079
12 H -1.7949 -0.1735 0.3041
13 H -0.9518 1.3461 0.0212
14 H 1.4383 0.8419 2.2624

lowest unoccupied orbital energy = 0.4997 eV
SMILES string = C[C@H](Br)C[SiH](Br)Br
total energy = -221231.6897 eV
orbital gap = 10.7 eV
HOMO level = -10.2 eV



Computed, not measured: the ion C3H7BrN with charge +1, with ωB97M-V with the def2-TZVPD basis set.

Geometry (Å):
1 C 1.3521 -0.2354 0.0339
2 C 0.2074 0.7266 -0.3334
3 C 1.2290 -0.2071 1.5506
4 N -1.1157 0.1126 -0.4113
5 Br 2.3224 0.8787 2.4829
6 H 1.2628 -1.1374 -0.6285
7 H 2.2811 0.0364 -0.3433
8 H 0.3100 1.8322 0.0367
9 H 0.2020 -0.4817 1.8550
10 H -0.9599 -0.9351 -0.4664
11 H -1.6086 0.5053 -1.1169
12 H -1.7493 0.3400 0.3300

lowest unoccupied orbital energy (spin up / spin down) = -5.0045 / -4.4885 eV
charge = +1
total energy = -74745.9056 eV
orbital gap (spin up / spin down) = 7.4 / 9.1 eV
HOMO level (spin up / spin down) = -12.4 / -13.6 eV



Energy relative to the best compared isomer or geometry (same formula, charge and spin) values (in kJ/mol) by entry order: 264.0, 169.8, 289.0.